Computed, not measured: 16 unconnected molecules or ions with the total composition C64H128O48, with ωB97M-V with the def2-TZVPD basis set.

Its LUMO energy is 0.460 eV. The orbital gap comes out at 10.895 eV. As for the spin multiplicity: 1. The calculation puts the energy above the lowest of the compared OMol25 structures with the same formula, charge and spin at 1.5684 eV. As for the total energy: -166723.3057 eV. The calculation puts the HOMO energy at -10.43 eV.

Atoms and positions in Å:
1 C 1.360842 3.066129 -7.984063
2 C 0.388738 2.000281 -7.433367
3 O 0.727638 1.700083 -6.030870
4 C 1.724072 0.826610 -5.851649
5 O 2.425439 0.314440 -6.777193
6 O 1.852512 0.620086 -4.532483
7 C 2.800539 -0.475092 -4.277990
8 H 0.917044 3.544583 -8.898488
9 H 2.298635 2.587226 -8.158069
10 H 1.557136 3.809083 -7.209582
11 H 0.374609 1.117868 -8.131346
12 H -0.612850 2.340568 -7.217698
13 H 2.698732 -0.770646 -3.264511
14 H 3.831079 -0.183766 -4.512182
15 H 2.580063 -1.304358 -4.920913
16 C 3.568420 -7.801618 -0.217605
17 C 2.139467 -7.311320 0.102573
18 O 1.966594 -7.299702 1.549017
19 C 0.756715 -6.877236 1.930224
20 O -0.184185 -6.709188 1.179481
21 O 0.769919 -6.600914 3.262703
22 C -0.301321 -5.737459 3.734700
23 H 4.373114 -7.305676 0.317755
24 H 3.766720 -7.836211 -1.270344
25 H 3.767935 -8.868865 0.112403
26 H 1.486965 -8.082782 -0.256541
27 H 1.909228 -6.249814 -0.131813
28 H -1.187196 -6.380909 3.920375
29 H -0.467285 -4.927226 2.999854
30 H 0.054111 -5.291773 4.651364
31 C 0.516071 6.855727 0.199633
32 C 0.983288 5.425960 0.404367
33 O -0.047826 4.492104 -0.262638
34 C -1.102890 4.316625 0.582917
35 O -1.070665 4.617328 1.765314
36 O -2.138573 3.847039 -0.097734
37 C -3.408994 3.573434 0.477228
38 H 0.552982 7.115506 -0.850890
39 H 1.268843 7.519029 0.775555
40 H -0.500944 6.883273 0.620668
41 H 1.219909 5.151814 1.431793
42 H 1.889385 5.176926 -0.247568
43 H -4.101318 3.331778 -0.314261
44 H -3.739790 4.436517 1.089726
45 H -3.336078 2.644055 1.073048
46 C 0.092372 1.519532 -0.991614
47 C 0.100771 0.777537 0.381285
48 O -1.211080 0.129947 0.455900
49 C -1.577359 -0.553379 1.522198
50 O -2.730980 -0.961543 1.645280
51 O -0.573399 -0.802198 2.343449
52 C -0.921052 -1.593676 3.469963
53 H 1.024149 1.992717 -1.197313
54 H -0.850417 2.110740 -1.060096
55 H 0.145837 0.755612 -1.720671
56 H 0.269039 1.472071 1.225558
57 H 0.822078 -0.037710 0.452098
58 H -0.157222 -1.537746 4.287600
59 H -1.045840 -2.646494 3.296033
60 H -1.841849 -1.174985 3.887454
61 C 2.936121 -3.556640 2.086719
62 C 2.524773 -2.121315 2.195168
63 O 3.469461 -1.462326 3.016800
64 C 4.434847 -0.720291 2.426266
65 O 4.535536 -0.660098 1.239752
66 O 5.266048 -0.177231 3.285274
67 C 4.970442 0.013239 4.653079
68 H 3.027637 -4.019782 3.089081
69 H 3.871697 -3.740428 1.565390
70 H 2.156076 -4.047428 1.607515
71 H 1.588773 -2.019887 2.722364
72 H 2.419512 -1.707680 1.200662
73 H 4.020047 0.519106 4.653986
74 H 5.829793 0.548179 5.008110
75 H 4.882775 -0.968952 5.083601
76 C -1.582052 2.724739 -3.710956
77 C -2.912452 3.003597 -4.478636
78 O -3.256505 4.329520 -4.642488
79 C -2.496788 4.925755 -5.551626
80 O -1.562837 4.393048 -6.162846
81 O -2.713896 6.215077 -5.467256
82 C -1.685768 6.978964 -6.114259
83 H -1.229407 3.474442 -2.958411
84 H -0.730833 2.638348 -4.455636
85 H -1.714205 1.785352 -3.156863
86 H -3.787317 2.648078 -3.876399
87 H -2.953469 2.392333 -5.393286
88 H -1.800647 6.730450 -7.159929
89 H -0.662113 6.696282 -5.793324
90 H -1.780171 8.014497 -5.790435
91 C 4.627527 4.369802 -7.259617
92 C 5.487075 3.144225 -6.941480
93 O 5.647643 3.065146 -5.476948
94 C 6.771946 3.615613 -5.025931
95 O 7.636389 4.132472 -5.670487
96 O 6.820516 3.629493 -3.693234
97 C 5.875896 2.890639 -2.889166
98 H 5.124713 5.241843 -6.879323
99 H 3.665440 4.193632 -6.764440
100 H 4.503433 4.457305 -8.359610
101 H 6.411260 3.256263 -7.424815
102 H 4.947842 2.213789 -7.217581
103 H 5.674373 1.888756 -3.319756
104 H 4.925006 3.414772 -2.735706
105 H 6.371905 2.675505 -1.983897
106 C -3.347774 -5.543422 0.416526
107 C -3.319039 -4.803222 1.743370
108 O -4.546394 -5.039423 2.474100
109 C -4.502098 -4.914749 3.794341
110 O -3.487782 -4.802840 4.423171
111 O -5.788803 -4.926575 4.313462
112 C -5.698666 -4.527923 5.692166
113 H -3.583388 -6.627965 0.663577
114 H -2.435465 -5.533619 -0.145342
115 H -4.213732 -5.181116 -0.245489
116 H -3.235318 -3.707677 1.749847
117 H -2.476214 -5.105679 2.308600
118 H -5.004324 -5.226542 6.169022
119 H -6.660083 -4.664375 6.202699
120 H -5.402207 -3.504875 5.797783
121 C 3.840882 -4.627085 -2.470882
122 C 3.690211 -3.802703 -1.085174
123 O 2.851742 -2.654910 -1.210665
124 C 1.513640 -2.772664 -1.141245
125 O 0.862472 -1.751796 -1.208031
126 O 1.048890 -3.964618 -0.865241
127 C -0.395720 -4.006955 -0.735367
128 H 3.788965 -3.864417 -3.269464
129 H 3.031367 -5.305078 -2.622053
130 H 4.896383 -5.049632 -2.457893
131 H 4.690439 -3.416178 -0.872178
132 H 3.322872 -4.442960 -0.265601
133 H -0.621265 -4.619390 0.172917
134 H -0.815459 -4.631795 -1.527528
135 H -0.718502 -2.981964 -0.744760
136 C -3.298931 2.526750 5.524620
137 C -3.706379 1.042068 5.650331
138 O -2.592196 0.420065 6.225226
139 C -2.784300 -0.947262 6.321056
140 O -3.791779 -1.584115 6.175827
141 O -1.625860 -1.482823 6.618235
142 C -1.544679 -2.844824 6.993489
143 H -2.820889 2.659653 6.541610
144 H -4.195110 3.171654 5.462457
145 H -2.635627 2.684772 4.694891
146 H -3.999239 0.592023 4.704421
147 H -4.556504 0.907576 6.350309
148 H -2.596956 -3.119388 7.206742
149 H -0.883208 -3.005385 7.797939
150 H -1.184766 -3.403677 6.163179
151 C -1.616402 -0.448955 -5.373602
152 C -0.568605 -1.077014 -4.538366
153 O -1.033679 -2.436122 -4.252762
154 C -0.079457 -3.394102 -4.132359
155 O 1.082143 -3.171012 -4.006709
156 O -0.683404 -4.618287 -4.131028
157 C 0.132174 -5.812932 -4.207382
158 H -1.500781 0.639984 -5.609868
159 H -2.551779 -0.505160 -4.898311
160 H -1.807110 -0.972512 -6.330364
161 H -0.386402 -0.516302 -3.635283
162 H 0.399775 -1.088707 -5.068199
163 H 0.540678 -5.991972 -3.208067
164 H 0.879771 -5.868102 -5.004940
165 H -0.529432 -6.679337 -4.282299
166 C -5.457111 -1.993286 2.554964
167 C -5.853854 -0.525957 2.322753
168 O -6.848910 -0.051597 3.284676
169 C -8.102728 -0.022334 2.902883
170 O -8.534315 -0.464108 1.836868
171 O -8.771194 0.569786 3.883631
172 C -10.197280 0.745350 3.654347
173 H -6.293370 -2.684845 2.417420
174 H -5.103116 -2.137196 3.585896
175 H -4.685286 -2.194783 1.808818
176 H -6.222352 -0.342378 1.300558
177 H -4.960782 0.167736 2.510964
178 H -10.573729 0.515416 4.702792
179 H -10.472464 0.033337 2.939546
180 H -10.383806 1.778744 3.385343
181 C 5.646134 6.685265 -3.125585
182 C 4.672624 7.228515 -2.151001
183 O 3.301122 7.214959 -2.768371
184 C 2.719268 6.008067 -2.977402
185 O 3.097935 4.956743 -2.531361
186 O 1.561804 6.123524 -3.688955
187 C 0.962496 4.828022 -4.055194
188 H 5.576297 5.604911 -3.248015
189 H 6.694485 6.935653 -2.863715
190 H 5.563183 7.195562 -4.093214
191 H 4.829526 8.322982 -1.890898
192 H 4.656530 6.653028 -1.239955
193 H 0.509197 4.446646 -3.167321
194 H 1.797735 4.220332 -4.405376
195 H 0.288923 4.949266 -4.857813
196 C 4.230025 -3.870375 6.259405
197 C 3.467578 -3.231495 7.432423
198 O 3.303853 -1.809749 7.310851
199 C 2.302751 -1.423117 6.544316
200 O 1.563412 -2.157339 5.911215
201 O 2.201310 -0.078656 6.661936
202 C 1.094175 0.546275 5.978083
203 H 4.099458 -4.931718 6.243606
204 H 5.336014 -3.670868 6.360986
205 H 3.890187 -3.618825 5.248180
206 H 3.990578 -3.338043 8.398035
207 H 2.480407 -3.651353 7.534819
208 H 0.153190 -0.020935 6.312784
209 H 1.296433 0.548278 4.930198
210 H 0.983778 1.541781 6.395499
211 C 5.486044 3.334761 1.597647
212 C 4.064015 2.821272 1.246653
213 O 3.171064 3.692767 1.980694
214 C 2.570863 3.218579 3.066322
215 O 2.491016 2.104913 3.466520
216 O 1.860035 4.202645 3.525614
217 C 0.807611 3.775230 4.459159
218 H 5.441784 4.412629 1.667066
219 H 6.194872 3.010116 0.850826
220 H 5.841578 2.939587 2.550956
221 H 3.893835 1.830804 1.577564
222 H 3.792314 3.002323 0.196676
223 H 0.210357 4.639421 4.769746
224 H 1.244532 3.225579 5.331144
225 H 0.270170 2.964684 3.932233
226 C -7.450942 -1.722791 -1.203052
227 C -6.768287 -0.387924 -1.423381
228 O -5.334560 -0.776946 -1.481898
229 C -4.488268 0.222130 -1.774051
230 O -4.820862 1.359354 -1.906882
231 O -3.238977 -0.127388 -1.871218
232 C -2.877793 -1.473712 -1.488818
233 H -7.288623 -2.530862 -1.993681
234 H -8.535143 -1.601009 -0.919915
235 H -7.077059 -2.087507 -0.256115
236 H -6.868426 0.232310 -0.562288
237 H -6.948256 0.153574 -2.316300
238 H -1.796611 -1.577338 -1.554067
239 H -3.318216 -2.244396 -2.190099
240 H -3.112824 -1.656644 -0.439481

Force components x, y, z for each atom (eV/Å):
C -1.5 0.0 0.2
C 0.3 0.2 0.0
O 1.0 -1.0 -0.9
C 1.7 -0.6 -2.2
O -2.4 1.5 3.2
O 1.1 -0.9 -0.9
C 0.4 0.7 -0.7
H 0.6 -0.4 0.8
H 0.6 -0.3 -0.6
H -0.4 0.2 -0.2
H 0.1 0.5 1.2
H -0.3 0.5 -0.8
H -0.2 0.0 0.9
H -0.3 0.3 0.2
H -0.3 -0.4 -0.2
C 0.1 -1.3 1.4
C 1.2 0.1 0.9
O -0.2 -0.1 0.6
C -0.1 0.5 0.4
O 0.4 0.0 0.6
O 0.2 0.1 -1.1
C -0.2 -0.8 -0.7
H -0.1 0.7 -0.2
H 0.0 0.4 -0.6
H -0.9 1.0 -0.2
H -0.8 0.3 -0.7
H 0.2 -1.0 -0.9
H 0.3 0.8 -0.2
H -0.2 -0.6 0.3
H 0.1 -0.1 0.3
C 1.2 -0.1 1.4
C 1.0 -1.2 -2.6
O -0.1 0.9 2.1
C 0.5 0.7 0.5
O -0.6 -0.6 -0.8
O 0.5 -0.1 -1.1
C 0.2 -0.2 1.5
H -0.2 0.1 -0.1
H -1.5 -0.8 -0.8
H 0.4 0.7 -0.1
H -0.5 -0.1 -0.3
H -1.1 0.4 1.0
H 0.0 0.3 -0.5
H 0.1 -0.6 -0.3
H 0.0 0.6 0.1
C -0.9 -1.1 1.7
C 0.2 0.4 -0.6
O -0.1 0.8 0.3
C -1.3 -0.5 -1.0
O 1.5 0.5 0.2
O 0.6 -0.4 0.4
C 0.0 0.6 2.3
H 0.5 1.2 0.4
H 1.2 -0.2 -0.2
H -0.7 -1.0 -1.0
H -0.4 -0.3 -0.2
H 0.2 0.4 -0.2
H -0.2 0.4 -1.1
H -0.3 -0.4 -0.8
H 0.0 -0.4 -0.1
C 0.9 -0.1 1.7
C 0.2 -0.4 0.0
O 0.6 1.3 0.9
C -1.1 -1.3 0.4
O 0.6 0.5 -0.9
O 1.0 0.4 -1.6
C -0.6 -0.8 -0.7
H -0.1 0.3 -0.4
H 0.0 0.3 0.0
H -1.4 -1.3 -1.1
H -0.3 -0.1 0.1
H 0.3 0.6 -0.1
H -0.2 0.5 0.8
H 0.0 0.4 0.6
H 0.0 -0.2 0.7
C 0.7 0.2 -0.8
C -0.8 -3.0 2.4
O 0.1 1.2 -1.5
C 2.3 -0.7 0.8
O -1.9 0.7 0.3
O 0.2 0.9 0.0
C 0.7 -0.1 0.2
H -1.0 -0.3 -0.6
H -1.0 -0.1 1.0
H 0.1 0.2 -0.3
H 0.9 -0.1 -0.2
H 0.2 0.6 0.0
H 0.3 0.8 -0.4
H -0.7 -0.3 -0.1
H -0.6 -0.1 -0.5
C -0.2 -1.2 -0.2
C -2.1 -0.1 0.7
O 0.1 -0.2 -1.2
C -0.4 0.4 0.7
O 0.2 0.0 -0.4
O 0.0 -0.4 0.6
C -0.6 -0.9 -1.4
H 0.1 0.6 0.2
H 0.1 0.5 -0.3
H -0.1 0.0 0.7
H 1.4 -0.3 -0.4
H 0.6 0.5 0.2
H 0.0 0.7 -0.1
H 0.4 0.1 -0.1
H 0.6 0.2 1.2
C -2.9 -0.8 0.0
C -0.2 0.9 -0.1
O -0.6 -0.5 -0.2
C -1.1 -0.1 -0.5
O 0.2 0.1 0.5
O 1.9 0.4 -0.5
C -0.6 -1.3 0.8
H 0.4 1.2 -0.4
H 0.4 0.2 0.0
H 1.3 -0.4 0.9
H 0.0 -0.1 -0.8
H 0.6 -0.7 0.7
H 0.0 0.5 0.2
H 0.0 0.0 -0.7
H 0.4 0.5 0.0
C 1.4 2.2 1.5
C 0.3 -1.6 -1.6
O -0.5 -0.6 -0.2
C 1.0 2.2 0.3
O -0.1 -0.4 -0.3
O -0.3 -1.0 -0.2
C 0.1 -1.6 0.8
H 0.1 -0.4 0.2
H -0.3 -0.8 0.0
H -1.6 0.0 -0.2
H -0.4 0.1 0.3
H 0.4 0.3 -0.5
H 0.4 1.0 -0.4
H 0.2 0.5 -0.4
H -0.6 0.0 0.2
C -0.9 -0.9 2.0
C -1.5 1.6 0.0
O 0.3 -3.0 -0.1
C 0.4 0.5 0.2
O -0.5 0.8 -0.2
O 1.8 1.0 0.5
C -2.5 -0.1 -0.7
H -0.2 0.6 -1.3
H 0.5 -0.3 -0.1
H 0.4 0.2 -0.2
H 0.2 -0.2 -0.1
H 0.3 0.3 -0.5
H 0.8 -0.5 0.1
H 0.7 0.3 1.1
H 0.2 -0.5 -0.8
C -0.6 1.0 -1.9
C 1.0 -0.3 -0.5
O 0.7 -0.8 -0.1
C -1.6 0.2 0.1
O 1.1 -0.4 -0.1
O 0.2 0.4 -0.7
C -0.3 -0.3 1.2
H 0.5 -1.0 0.4
H -1.4 -0.1 1.0
H 0.6 0.1 0.3
H -0.1 -0.1 0.6
H -0.6 -0.6 0.3
H 0.7 0.3 -0.2
H -0.2 0.6 0.2
H -0.4 0.5 -0.5
C -0.5 0.7 0.0
C 1.0 0.7 0.4
O 1.2 -0.3 -0.3
C -0.2 -0.6 -1.5
O 0.2 0.8 1.6
O -0.6 0.3 -0.5
C 1.1 0.1 3.1
H 0.0 0.2 -0.2
H 0.2 0.1 -0.3
H 0.0 -0.2 0.4
H 0.1 -0.2 0.5
H -1.2 -1.1 -0.3
H -0.2 0.4 -1.6
H -0.9 -0.8 -1.0
H -0.1 0.0 -0.2
C 1.5 0.4 -0.9
C -1.4 1.2 -0.1
O 0.0 -0.6 -0.1
C -0.9 0.6 0.2
O 0.6 -0.2 0.1
O 0.9 0.4 0.0
C 2.2 0.7 0.7
H -0.1 0.2 0.0
H -0.5 -0.3 0.4
H -0.4 -0.3 0.0
H -0.3 -1.4 -0.5
H -0.2 -0.2 0.3
H -0.2 -0.5 0.3
H -0.3 -0.4 0.2
H -0.8 0.6 -0.6
C 1.1 0.7 0.2
C 0.4 -0.2 -0.1
O 0.5 0.0 0.0
C -1.2 0.7 -0.3
O 0.5 0.7 0.3
O 0.3 -0.7 -0.1
C -1.5 -1.5 1.8
H 0.0 -0.9 0.5
H -1.1 -0.1 -0.3
H -0.1 0.7 0.4
H -0.1 -0.1 -0.6
H -0.3 -0.3 0.0
H 1.2 0.8 -1.1
H -0.2 0.1 -0.7
H 0.4 0.0 -0.1
C -0.7 -0.8 -0.2
C 0.9 1.9 0.4
O 0.4 -0.3 0.0
C -0.6 1.0 -1.8
O 0.9 -2.3 0.5
O -1.7 1.5 2.0
C 0.8 -1.3 0.0
H 0.2 0.3 -0.2
H 0.3 0.1 -0.3
H -0.2 0.0 0.0
H -0.1 -1.1 -0.1
H 0.2 -0.3 0.3
H 0.3 -0.3 -0.5
H -0.1 1.0 -0.6
H -0.4 0.8 0.2
C -1.3 -0.5 0.0
C 1.5 -1.8 0.1
O 0.0 0.2 -0.2
C -1.1 -0.5 0.7
O -0.5 1.4 -0.4
O 1.4 -1.3 0.0
C 0.0 -1.1 -0.7
H -0.3 1.4 0.9
H 0.9 0.0 -0.9
H 0.5 -0.4 0.2
H -0.4 0.6 0.5
H -0.6 0.4 -0.8
H 0.0 0.6 -0.3
H 0.2 1.0 0.9
H -0.4 0.0 -0.3

These are the Löwdin partial charges, in e, on atoms 1 to 2: C -0.05; C -0.17